{
  "formula": "C30H27O5",
  "method": "the ωB97M-V functional and the def2-TZVPD basis",
  "total_charge": -1,
  "gap_ev": 4.6,
  "e_tot_ha": -1535.5293,
  "lumo_energy_ev": 1.48,
  "homo_ev": -3.078,
  "species": ["C", "O", "C", "C", "C", "C", "C", "C", "C", "C", "O", "C", "C", "C", "C", "C", "O", "C", "C", "O", "H", "H", "H", "H", "H", "H", "H", "H", "H", "H", "H", "H", "H", "H", "H", "H", "C", "C", "C", "C", "C", "C", "C", "C", "C", "C", "C", "C", "O", "C", "C", "H", "H", "H", "H", "H", "H", "H", "H", "H", "H", "H"],
  "coordinates": [[-0.265865, 2.063146, 5.377443], [0.399306, 0.786681, 5.269163], [-0.046891, -0.173418, 4.421956], [0.865091, -1.049182, 3.867867], [0.476626, -2.142372, 3.058716], [1.452579, -2.972219, 2.426587], [1.210532, -3.705563, 1.236514], [1.997265, -4.847447, 0.886216], [1.663072, -5.643939, -0.175918], [0.523755, -5.352134, -0.969546], [0.175026, -6.270948, -1.903120], [-1.009591, -6.048544, -2.701275], [-0.205682, -4.162185, -0.723034], [0.162929, -3.353683, 0.330982], [-0.907510, -2.406605, 2.913505], [-1.875397, -1.536998, 3.375325], [-3.179508, -1.844183, 3.173735], [-4.189725, -0.841008, 2.910715], [-1.481894, -0.334599, 4.139027], [-2.339271, 0.477533, 4.573712], [0.318691, 2.595058, 6.131124], [-0.225961, 2.597914, 4.421979], [-1.301704, 1.920302, 5.696092], [1.928479, -0.875712, 4.026339], [2.405646, -3.114297, 2.930298], [2.854299, -5.094137, 1.512938], [2.237775, -6.535342, -0.422041], [-1.033323, -6.916260, -3.358187], [-1.913015, -6.017278, -2.077026], [-0.922783, -5.125480, -3.289831], [-1.076255, -3.897337, -1.323356], [-0.394295, -2.438061, 0.515152], [-1.240121, -3.306740, 2.395547], [-5.121886, -1.404956, 2.958812], [-4.142931, -0.058267, 3.672676], [-4.053944, -0.421693, 1.905201], [5.595098, -6.537194, 2.224507], [5.035589, -6.258683, 3.479471], [4.737328, -4.951392, 3.844179], [4.979210, -3.862061, 2.952293], [4.535820, -2.537473, 3.212585], [4.061916, -2.099008, 4.501321], [4.198491, -0.639658, 4.878835], [3.578330, -0.209469, 6.068440], [3.469194, 1.145793, 6.362136], [4.063489, 2.099560, 5.523264], [4.771000, 1.676606, 4.393070], [4.840502, 0.315099, 4.073641], [3.446323, -2.848268, 5.293067], [5.622482, -4.163719, 1.713768], [5.911847, -5.474947, 1.361708], [5.785275, -7.569331, 1.923675], [4.821330, -7.068713, 4.178179], [4.259722, -4.734369, 4.796777], [4.597485, -1.805455, 2.394546], [3.155291, -0.953248, 6.745923], [2.926197, 1.450272, 7.255667], [3.986840, 3.159152, 5.768342], [5.260271, 2.406474, 3.746604], [5.386527, -0.032496, 3.195407], [5.862886, -3.327572, 1.052630], [6.389401, -5.679256, 0.401903]],
  "forces_ev_per_a": [[0.14, -0.55, 0.13], [-0.08, 0.33, 0.08], [0.24, -0.94, -0.93], [0.06, 1.16, 1.09], [1.39, -1.59, -0.90], [-1.40, 1.20, 1.64], [-0.61, -0.90, -1.58], [-0.22, 0.83, 0.70], [-0.64, -0.25, -0.87], [-0.17, 0.74, 0.81], [-0.40, 0.15, -0.45], [0.74, -0.07, 0.49], [0.30, -0.93, -0.45], [0.51, 0.00, 0.96], [-1.93, 0.79, -0.40], [1.48, 0.08, -0.38], [-0.71, -0.22, 0.08], [0.64, -0.31, 0.33], [-0.79, 0.51, 0.49], [0.73, -0.97, -0.38], [-0.06, 0.03, -0.16], [-0.05, -0.04, 0.09], [0.35, 0.27, -0.09], [-0.35, 0.00, 0.07], [0.15, 0.46, -0.26], [-0.11, -0.01, -0.11], [-0.09, 0.19, 0.11], [-0.16, 0.15, -0.03], [0.23, 0.02, -0.09], [-0.02, -0.19, 0.13], [0.33, -0.05, 0.09], [0.17, -0.16, -0.11], [0.07, 0.23, 0.20], [0.02, 0.17, -0.08], [-0.16, -0.17, -0.33], [0.01, -0.03, 0.14], [0.07, -0.09, -0.02], [0.21, 0.30, -0.38], [0.00, -0.04, -0.16], [-0.49, -0.62, -0.38], [0.25, 1.28, 1.02], [-0.01, -0.64, -1.33], [-0.18, 0.48, 0.25], [0.02, 0.11, -0.26], [0.47, 0.02, -0.18], [-0.04, -0.33, 0.05], [-0.11, -0.21, 0.10], [-0.24, -0.01, 0.23], [0.45, 0.20, 0.44], [-0.21, -0.18, 0.38], [-0.10, -0.03, 0.19], [0.02, 0.28, 0.07], [0.02, 0.14, -0.19], [0.12, -0.07, -0.28], [0.45, -0.24, 0.49], [-0.01, 0.13, -0.43], [0.13, 0.03, -0.17], [0.02, -0.21, -0.12], [-0.11, -0.15, 0.17], [-0.17, 0.22, 0.23], [-0.05, -0.30, 0.07], [-0.12, 0.01, 0.19]]
}

***

{
  "formula": "C5H4N2O",
  "method": "the ωB97M-V functional and the def2-TZVPD basis",
  "gap_ev": 9.0,
  "e_tot_ha": -377.5344,
  "smiles": "N#C/C=C\\N=C/C=O",
  "lumo_energy_ev": -0.80,
  "homo_ev": -9.769,
  "species": ["N", "C", "C", "C", "N", "C", "C", "O", "H", "H", "H", "H"],
  "coordinates": [[-0.597136, -1.482697, -1.752689], [-0.852770, -0.660402, -1.002042], [-1.131024, 0.555109, -0.306865], [-0.332418, 1.522955, 0.136501], [0.976485, 1.207764, -0.286837], [1.102703, -0.069984, -0.145570], [0.601500, -1.044937, 0.892067], [0.123594, -0.742984, 1.936785], [-2.314630, 0.695553, -0.086298], [-0.633496, 2.525353, 0.620881], [2.066742, -0.393677, -0.660511], [0.990449, -2.112054, 0.654576]],
  "forces_ev_per_a": [[0.08, -1.64, -0.74], [-0.48, 2.32, -0.20], [-7.10, 1.08, 1.20], [0.66, 0.63, -0.59], [-0.71, -0.69, 1.35], [5.07, 1.48, -0.79], [1.60, -1.52, -0.06], [-0.34, 0.01, 0.50], [2.85, -0.47, -0.56], [0.56, -2.00, -0.96], [-1.39, -0.41, 0.60], [-0.82, 1.21, 0.24]]
}

***

{
  "formula": "C4H11NS2",
  "method": "the ωB97M-V functional and the def2-TZVPD basis",
  "gap_ev": 8.3,
  "e_tot_ha": -1010.1168,
  "smiles": "CSSC[C@H](C)N",
  "lumo_energy_ev": 0.80,
  "homo_ev": -7.542,
  "species": ["C", "S", "S", "C", "C", "C", "N", "H", "H", "H", "H", "H", "H", "H", "H", "H", "H", "H"],
  "coordinates": [[-0.260283, -3.130859, -0.019658], [-1.879837, -2.676449, 0.589532], [-1.888024, -0.591630, 0.784642], [-0.507824, -0.002605, -0.246607], [-0.175317, 1.457631, 0.080484], [0.961821, 1.919537, -0.836456], [0.155731, 1.584423, 1.506367], [0.536292, -2.960002, 0.703339], [0.010214, -2.680372, -0.969281], [-0.338285, -4.192373, -0.240627], [-0.828768, -0.063458, -1.285482], [0.366369, -0.625684, -0.090265], [-1.081535, 2.024950, -0.124549], [1.780428, 1.201975, -0.844304], [0.636044, 1.974294, -1.883232], [1.242754, 2.927705, -0.550474], [1.112917, 1.274520, 1.640268], [0.157304, 2.558397, 1.786303]],
  "forces_ev_per_a": [[0.40, -0.07, -0.01], [-0.34, -0.06, -0.44], [0.37, 0.17, 0.40], [-0.51, 0.01, -0.13], [0.18, -0.53, 0.18], [-0.87, 0.01, -0.64], [0.08, 0.18, -0.26], [-0.03, -0.05, 0.04], [-0.15, 0.30, -0.06], [-0.03, -0.19, 0.25], [0.24, -0.07, -0.14], [0.13, -0.07, 0.05], [0.00, 0.30, 0.12], [0.29, 0.20, 0.39], [-0.11, 0.00, 0.14], [0.46, 0.01, 0.07], [-0.01, -0.16, 0.10], [-0.11, 0.03, -0.06]]
}